P) The molecule C4H4FN, computed with ωB97M-V/def2-TZVPD.

The geometry in XYZ format:
```
10
C4H4FN (ωB97M-V/def2-TZVPD)
H -0.867 1.766 0.973
C 0.326 -0.841 -0.296
H -0.214 1.788 -0.822
H -1.962 1.554 -0.282
H 0.102 -1.887 -0.010
C -0.734 -0.100 -0.060
C 1.597 -0.241 -0.070
N 2.593 0.255 0.210
F -1.863 -0.710 0.187
C -0.929 1.412 -0.076
```

Charge   0
SMILES   C/C(F)=C\C#N



Q) A structure of composition C4H4FN, computed with ωB97M-V/def2-TZVPD.

The geometry in XYZ format:
```
10
C4H4FN (ωB97M-V/def2-TZVPD)
H -1.773 1.237 -0.525
H -2.094 0.433 1.006
C 2.182 0.744 0.197
N 2.757 1.710 0.362
H -2.344 -0.539 -0.553
C -1.894 0.338 0.034
C -0.021 -0.447 -0.049
F 2.074 -1.622 -0.240
C 1.402 -0.457 0.011
H -0.288 -1.397 -0.243
```

Charge   0



R) A cluster of 2 separate species, C4H4FN in total, computed with ωB97M-V/def2-TZVPD.

The geometry in XYZ format:
```
10
C4H4FN (ωB97M-V/def2-TZVPD)
H -0.551 2.272 0.707
C 1.382 -1.651 -0.825
H -1.294 0.483 -0.994
H -2.144 -0.395 0.259
C -1.279 0.248 0.055
F 2.585 -1.436 -0.262
H 1.546 -1.274 -1.891
C -0.730 1.264 0.853
N 0.244 0.618 1.593
C 0.240 -0.129 0.504
```

Charge   0



Most stable = P)



P) A cluster of 2 separate species, C2H8O2 in total, computed with ωB97M-V/def2-TZVPD.

The geometry in XYZ format:
```
12
C2H8O2 (ωB97M-V/def2-TZVPD)
C 2.956 -3.444 3.521
H 1.913 -3.790 3.618
H 2.886 -1.647 2.711
H -1.739 3.609 -3.051
H 3.331 -3.170 4.521
H -2.877 2.296 -2.612
H 3.567 -4.275 3.131
H -3.340 4.007 -2.352
H -3.245 2.393 -4.635
C -2.803 3.317 -3.024
O -3.413 3.278 -4.249
O 2.765 -2.575 2.419
```

Charge   0
SMILES   CO.CO



Q) A cluster of 2 separate species, C2H8O2 in total, computed with ωB97M-V/def2-TZVPD.

The geometry in XYZ format:
```
12
C2H8O2 (ωB97M-V/def2-TZVPD)
C 0.128 -1.108 -1.425
H -0.223 -0.083 -1.555
O -0.718 0.045 1.294
H 0.247 -1.704 -2.333
H 0.093 1.922 0.699
O 1.309 -1.148 -0.653
H 0.129 -0.296 0.982
H -1.511 1.895 1.271
C -0.536 1.429 1.443
H -0.258 1.635 2.478
H -0.678 -1.659 -0.937
H 2.018 -0.929 -1.263
```

Charge   0
SMILES   CO.CO



R) A cluster of 2 separate species, C2H8O2 in total, computed with ωB97M-V/def2-TZVPD.

The geometry in XYZ format:
```
12
C2H8O2 (ωB97M-V/def2-TZVPD)
O 1.985 -0.829 0.812
H -1.904 1.490 -1.102
H 1.538 -1.900 -0.723
H 2.266 -0.322 -0.923
C -1.538 1.254 -0.100
H -1.086 -0.519 0.642
C 1.495 -0.934 -0.492
H -2.016 1.781 0.878
H 0.446 -0.621 -0.732
H -0.458 1.585 0.010
O -1.885 -0.101 0.349
H 1.158 -0.884 1.381
```

Charge   0
SMILES   CO.CO



Most stable = Q)



P) A cluster of 3 separate species, C3H10OS2 in total, computed with ωB97M-V/def2-TZVPD.

The geometry in XYZ format:
```
16
C3H10OS2 (ωB97M-V/def2-TZVPD)
H -0.614 3.128 0.444
H 0.755 0.617 -0.560
H -3.797 0.014 -0.376
H 1.620 -0.449 -1.629
C 1.340 -1.620 0.795
S -2.516 0.167 -0.749
O -0.456 2.597 -0.343
H 0.995 -2.130 1.698
H 0.129 -2.352 -0.946
H -1.095 1.860 -0.301
H -0.081 -0.217 -1.983
S 1.944 -0.065 1.370
H 2.191 -2.193 0.404
C 0.254 -1.489 -0.294
C 0.639 -0.288 -1.171
H -0.724 -1.266 0.164
```

Charge   0



Q) A cluster of 2 separate species, C3H10OS2 in total, computed with ωB97M-V/def2-TZVPD.

The geometry in XYZ format:
```
16
C3H10OS2 (ωB97M-V/def2-TZVPD)
H -0.531 3.078 -1.414
S -1.293 1.282 -0.048
C 0.132 -1.794 -0.078
H 0.268 -1.645 -1.153
H 2.691 -2.699 -0.638
O 2.167 -3.155 0.035
H -1.991 3.622 -0.570
H -0.540 -2.632 0.083
C -1.523 2.771 -1.065
S -0.253 2.250 1.468
H -2.139 2.463 -1.915
C 1.426 -2.106 0.658
H -1.271 3.118 1.759
H -0.423 -0.974 0.384
H 1.239 -2.373 1.701
H 2.040 -1.206 0.791
```

Charge   0
SMILES   CCO.CSS



Most stable = Q)



P) A cluster of 2 separate species, C3H10OS2 in total, computed with ωB97M-V/def2-TZVPD.

The geometry in XYZ format:
```
16
C3H10OS2 (ωB97M-V/def2-TZVPD)
C -0.717 -0.085 -2.065
H 2.791 0.243 1.269
H -1.168 1.931 -2.686
H -0.617 -0.296 -1.017
H -1.688 -0.358 -2.371
H 2.350 -0.804 -0.063
H 1.098 0.088 0.812
H -2.016 -1.714 5.734
H 0.482 1.394 -3.140
O -2.232 -2.568 5.344
S 2.230 1.517 -0.766
C 2.114 0.144 0.419
H -0.047 -0.773 -2.578
C -0.302 1.345 -2.424
H -2.644 -2.339 4.507
S 0.366 2.273 -0.976
```

Charge   0
SMILES   CCSSC.O



Q) A cluster of 2 separate species, C3H10OS2 in total, computed with ωB97M-V/def2-TZVPD.

The geometry in XYZ format:
```
16
C3H10OS2 (ωB97M-V/def2-TZVPD)
S 0.344 1.355 -0.757
H -2.942 -1.846 0.988
H 2.411 0.474 0.910
H 2.194 1.500 1.891
C 1.327 0.210 -1.462
H 0.705 -0.628 -1.821
C -2.834 -1.641 -0.083
H -0.706 -2.287 -0.355
H 2.042 -0.329 -0.817
C -1.317 -1.359 -0.287
H -1.270 -0.931 -1.299
S -0.571 -0.272 0.833
O 2.823 0.788 1.726
H -3.363 -0.720 -0.302
H -3.141 -2.527 -0.633
H 1.981 0.693 -2.266
```

Charge   0
SMILES   CCSSC.O



R) A cluster of 2 separate species, C3H10OS2 in total, computed with ωB97M-V/def2-TZVPD.

The geometry in XYZ format:
```
16
C3H10OS2 (ωB97M-V/def2-TZVPD)
C 0.083 -0.190 -1.365
H 0.066 0.265 -2.324
H 0.552 0.538 0.697
H 2.245 -0.970 -1.499
S -0.993 2.153 -0.312
C 1.223 -1.286 -1.384
H -0.485 -0.995 3.231
C 0.299 0.929 -0.312
H 1.110 -1.781 -0.472
H -1.707 1.390 1.973
H 1.218 1.422 -0.629
S -2.497 1.765 1.042
H 1.153 -1.868 -2.298
O -0.549 -0.800 2.313
H -0.895 -0.751 -1.128
H -0.824 0.177 2.466
```

Charge   0
SMILES   CCCSS.O



Most stable = P)



P) The molecule C9H13O3, computed with ωB97M-V/def2-TZVPD.

The geometry in XYZ format:
```
25
C9H13O3 (ωB97M-V/def2-TZVPD)
H -3.929 -0.275 0.084
H -0.520 -2.634 -0.028
H 2.138 0.467 -1.488
H -2.737 0.685 0.977
C 0.107 -1.724 0.022
C -1.943 -0.490 -0.685
H -1.024 2.141 -1.238
H 1.767 -2.893 0.717
C -0.498 -0.522 -0.349
H 2.736 1.435 1.636
C 2.345 -0.714 0.589
H -2.179 -1.467 -1.134
O 1.150 0.568 -1.721
C 0.435 0.647 -0.564
C 1.402 -1.893 0.453
O 1.919 1.589 1.096
C -2.909 -0.272 0.475
H -2.817 -1.068 1.219
H -2.124 0.257 -1.463
H 0.417 2.832 -0.437
C -0.287 1.989 -0.418
C 1.447 0.512 0.561
H 2.769 -0.758 1.623
O 3.198 -0.433 -0.442
H -0.863 2.022 0.517
```

Charge   0
2S+1   2



Q) The molecule C9H13O3, computed with ωB97M-V/def2-TZVPD.

The geometry in XYZ format:
```
25
C9H13O3 (ωB97M-V/def2-TZVPD)
C -0.005 1.306 -1.544
C -1.058 -1.610 -0.206
C 1.347 -1.415 -0.088
H -3.159 0.042 -0.918
C -2.592 0.309 -0.023
C 1.753 0.355 1.767
O 2.230 0.457 -0.668
H -3.205 -0.064 0.808
O 1.956 -0.859 -1.478
O -0.430 1.918 0.661
H 0.316 -3.207 -0.593
H 0.426 0.587 -2.241
H -0.556 1.649 1.587
H 0.610 2.211 -1.553
H 2.205 -1.984 0.330
H 1.776 1.435 2.012
C -1.218 -0.264 -0.076
H -1.025 1.540 -1.852
C 0.187 -2.164 -0.401
C -0.091 0.755 -0.107
H 2.770 -0.036 1.955
H -2.601 1.398 0.053
C 1.273 0.097 0.349
H -1.951 -2.245 -0.181
H 1.044 -0.210 2.408
```

Charge   0
2S+1   2



Most stable = P)



P) The molecule C4H7BrO, computed with ωB97M-V/def2-TZVPD.

The geometry in XYZ format:
```
13
C4H7BrO (ωB97M-V/def2-TZVPD)
H 2.034 0.315 1.507
C -2.128 -0.399 -0.567
H -3.218 -0.412 -0.813
C -1.682 0.776 -0.148
H -1.571 -1.266 -0.716
C 2.104 -0.087 0.480
O -0.010 0.889 0.419
H 0.669 -0.420 -1.117
H 0.274 -1.138 0.492
H 2.581 -1.035 0.391
Br -2.312 2.410 0.151
C 0.687 -0.289 0.056
H 2.571 0.657 -0.135
```

Charge   0
SMILES   C=C(Br)OCC



Q) The molecule C4H7BrO, computed with ωB97M-V/def2-TZVPD.

The geometry in XYZ format:
```
13
C4H7BrO (ωB97M-V/def2-TZVPD)
H 2.208 0.825 0.144
H -2.462 -0.742 -1.390
C 1.119 0.536 0.395
H 0.956 -2.014 0.722
H -1.391 0.074 1.338
C -2.458 -0.380 -0.444
O 0.802 -1.659 -0.239
C -1.424 -0.302 0.335
Br -4.280 -0.045 -0.001
C 0.309 -0.423 -0.345
H 0.031 -0.331 -1.447
H 0.662 1.639 0.441
H 1.219 0.182 1.438
```

Charge   0
SMILES   C[C@@H](O)/C=C/Br



Most stable = Q)



P) A cluster of 2 separate species, C4H9BO3 in total, computed with ωB97M-V/def2-TZVPD.

The geometry in XYZ format:
```
17
C4H9BO3 (ωB97M-V/def2-TZVPD)
C -0.742 0.548 -0.189
H -0.372 1.369 -0.933
H 0.117 -1.222 -0.636
C 2.508 2.158 -1.455
O 0.281 0.535 0.809
H -1.094 -0.253 3.572
H -1.071 -0.986 -1.854
H 1.962 0.871 2.634
H -1.517 -1.346 -0.189
H 2.067 0.902 0.039
C -0.832 -0.812 -0.845
H 3.184 0.058 -1.379
H -1.667 0.946 0.248
O -1.105 0.053 2.678
C 2.679 0.981 -0.951
B 0.082 0.358 2.128
O 1.107 0.481 3.021
```

Charge   0



Q) The molecule C4H9BO3, computed with ωB97M-V/def2-TZVPD.

The geometry in XYZ format:
```
17
C4H9BO3 (ωB97M-V/def2-TZVPD)
H -0.650 -0.696 -1.347
C -2.048 1.221 -0.146
H -1.107 -1.945 1.307
O 2.303 -0.600 -1.024
C 0.333 -0.379 0.639
H -1.378 1.711 0.543
H -3.143 1.438 0.119
C -0.752 -0.768 -0.334
H -1.741 1.456 -1.191
B 1.686 0.082 0.055
H 2.906 -0.022 -1.395
O -1.982 -0.191 0.023
H 3.176 1.440 -0.020
H 0.039 0.356 1.439
C -0.262 -1.793 0.559
H 0.299 -2.617 0.294
O 2.321 1.306 0.478
```

Charge   0
SMILES   CO[C@@H]1C[C@H]1B(O)O



Most stable = Q)